(1)
{
  "formula": "C33H43MnN5P2",
  "method": "ωB97M-V with the def2-TZVPD basis set",
  "symbols": ["Mn", "C", "C", "C", "C", "C", "C", "C", "C", "C", "H", "H", "H", "H", "H", "H", "H", "H", "H", "H", "H", "H", "H", "H", "H", "P", "P", "N", "N", "N", "N", "C", "C", "C", "C", "C", "C", "C", "C", "C", "C", "C", "C", "C", "C", "C", "C", "C", "C", "H", "H", "H", "H", "H", "H", "H", "H", "H", "H", "H", "H", "H", "H", "H", "H", "H", "H", "H", "H", "C", "C", "C", "C", "C", "C", "N", "H", "H", "H", "H", "H", "H", "H", "H"],
  "xyz": [[0.03, 2.48, 2.15], [4.38, -0.46, 1.23], [3.73, -0.18, 0.08], [2.48, -0.83, -0.47], [1.18, -0.83, 0.30], [1.04, -1.72, 1.51], [2.04, -2.19, 2.27], [3.27, -2.74, 1.66], [4.53, -1.82, 1.84], [-0.65, 2.51, 4.05], [4.97, 0.34, 1.72], [4.20, 0.54, -0.58], [2.70, -1.86, -0.78], [2.31, -0.26, -1.39], [0.88, 0.20, 0.51], [0.40, -1.15, -0.42], [0.01, -1.75, 1.92], [1.95, -2.24, 3.36], [3.13, -2.85, 0.58], [3.47, -3.74, 2.05], [4.76, -1.79, 2.93], [5.34, -2.31, 1.26], [0.04, 3.06, 4.70], [-0.85, 1.51, 4.48], [-1.59, 3.05, 3.90], [-2.43, -0.56, 0.18], [-0.07, 0.70, -2.50], [-2.82, -2.25, 0.65], [-4.17, -0.17, 0.00], [0.29, -0.72, -3.48], [-0.17, 1.66, -3.99], [-2.25, -0.93, -1.61], [-1.92, 0.36, -2.41], [-2.93, -2.65, 1.98], [-3.32, -4.00, 2.01], [-3.51, -4.41, 0.65], [-3.22, -3.32, -0.15], [-4.79, 0.87, 0.70], [-6.16, 0.73, 0.54], [-6.39, -0.37, -0.35], [-5.16, -0.91, -0.67], [1.32, -1.64, -3.30], [1.06, -2.75, -4.09], [-0.08, -2.44, -4.89], [-0.57, -1.22, -4.47], [0.00, 1.39, -5.36], [-0.52, 2.45, -6.10], [-1.00, 3.44, -5.16], [-0.79, 2.92, -3.88], [-3.20, -1.29, -2.01], [-1.51, -1.74, -1.75], [-2.32, 0.27, -3.43], [-2.37, 1.27, -1.99], [-2.71, -1.97, 2.78], [-3.46, -4.60, 2.88], [-3.83, -5.38, 0.29], [-3.25, -3.23, -1.23], [-4.17, 1.59, 1.23], [-6.91, 1.35, 1.00], [-7.33, -0.72, -0.73], [-4.93, -1.74, -1.33], [2.20, -1.42, -2.72], [1.59, -3.67, -4.05], [-0.49, -3.00, -5.71], [-1.44, -0.68, -4.82], [0.44, 0.47, -5.73], [-0.55, 2.49, -7.18], [-1.43, 4.39, -5.40], [-1.04, 3.32, -2.91], [2.17, 0.76, 4.60], [2.71, 1.89, 3.84], [4.02, 2.42, 3.96], [4.08, 3.57, 3.16], [2.81, 3.73, 2.57], [2.32, 4.88, 1.80], [2.00, 2.68, 2.95], [2.68, 0.68, 5.58], [2.34, -0.20, 4.08], [1.10, 0.87, 4.79], [4.81, 2.00, 4.57], [4.94, 4.21, 2.99], [2.66, 5.83, 2.25], [2.70, 4.89, 0.76], [1.22, 4.91, 1.74]],
  "e_homo_ev": [-6.57, -6.56],
  "spin_multiplicity": 6,
  "e_above_lowest_ev": 0.000,
  "gap_ev": [5.20, 4.87],
  "e_lumo_ev": [-1.4, -1.7],
  "largest_force_ev_per_a": 3.56
}


(2)
{
  "formula": "C16H49N12O7P",
  "method": "ωB97M-V with the def2-TZVPD basis set",
  "symbols": ["C", "C", "C", "P", "O", "C", "C", "C", "C", "C", "C", "C", "H", "H", "H", "H", "H", "H", "H", "H", "H", "H", "H", "H", "H", "H", "H", "H", "H", "H", "H", "H", "H", "H", "H", "H", "H", "N", "C", "N", "O", "H", "H", "H", "H", "N", "C", "N", "O", "H", "H", "H", "H", "N", "C", "N", "O", "H", "H", "H", "H", "N", "C", "N", "O", "H", "H", "H", "H", "N", "C", "N", "O", "H", "H", "H", "H", "N", "C", "N", "O", "H", "H", "H", "H"],
  "xyz": [[-4.90, -2.65, 1.70], [-3.41, -2.80, 2.02], [-2.92, -1.92, 3.18], [-1.21, -1.25, 2.83], [0.39, -0.65, 2.57], [1.17, -1.20, 1.53], [1.32, -0.29, 0.32], [1.86, 1.09, 0.71], [0.02, -0.16, -0.48], [0.21, 0.48, -1.87], [-0.72, 1.68, -2.04], [0.02, -0.53, -3.02], [-5.19, -1.60, 1.70], [-5.51, -3.16, 2.45], [-5.15, -3.07, 0.73], [-3.20, -3.84, 2.26], [-2.83, -2.58, 1.11], [-2.87, -2.49, 4.11], [-3.61, -1.08, 3.35], [-1.14, -0.57, 4.06], [-0.71, -2.57, 2.71], [-1.68, -0.57, 1.70], [2.16, -1.43, 1.93], [0.73, -2.16, 1.21], [2.06, -0.77, -0.33], [1.08, 1.72, 1.12], [2.65, 0.99, 1.46], [2.30, 1.58, -0.16], [-0.69, 0.43, 0.10], [-0.42, -1.16, -0.61], [1.23, 0.87, -1.94], [-0.50, 2.22, -2.96], [-0.64, 2.37, -1.20], [-1.76, 1.34, -2.11], [-0.89, -0.30, -3.59], [0.85, -0.53, -3.73], [-0.11, -1.55, -2.64], [-1.21, -3.65, -5.16], [-1.49, -4.01, -3.87], [-0.95, -5.19, -3.45], [-2.17, -3.31, -3.14], [-0.67, -4.22, -5.78], [-1.62, -2.80, -5.50], [-1.16, -5.47, -2.51], [-0.39, -5.78, -4.03], [-4.86, -2.18, -3.10], [-5.88, -2.55, -3.92], [-7.13, -2.15, -3.52], [-5.71, -3.18, -4.95], [-5.00, -1.64, -2.27], [-3.92, -2.47, -3.35], [-7.90, -2.41, -4.10], [-7.30, -1.63, -2.68], [-1.72, -1.91, 8.03], [-2.68, -2.53, 7.28], [-3.97, -2.20, 7.57], [-2.40, -3.32, 6.39], [-1.94, -1.25, 8.76], [-0.77, -2.12, 7.83], [-4.69, -2.63, 7.03], [-4.22, -1.54, 8.29], [5.06, 4.07, -2.97], [4.65, 3.49, -1.80], [5.45, 3.70, -0.72], [3.62, 2.83, -1.73], [5.91, 4.60, -3.04], [4.50, 3.92, -3.78], [5.19, 3.22, 0.12], [6.35, 4.13, -0.76], [7.59, 3.33, 2.43], [8.26, 2.78, 1.37], [8.96, 1.64, 1.65], [8.23, 3.26, 0.25], [7.60, 2.95, 3.35], [7.11, 4.20, 2.27], [9.44, 1.20, 0.89], [8.99, 1.22, 2.56], [-0.32, 5.40, -2.90], [0.48, 6.19, -2.13], [1.67, 5.64, -1.76], [0.15, 7.32, -1.81], [-0.10, 4.46, -3.15], [-1.21, 5.78, -3.17], [2.27, 6.21, -1.19], [1.97, 4.71, -2.00]],
  "e_homo_ev": -8.88,
  "spin_multiplicity": 1,
  "gap_ev": 9.27,
  "smiles": "CCC[PH3]OC[C@H](C)CC(C)C.NC(N)=O.NC(N)=O.NC(N)=O.NC(N)=O.NC(N)=O.NC(N)=O",
  "e_lumo_ev": 0.4,
  "largest_force_ev_per_a": 0.30
}


(3)
{
  "formula": "C4H7O3P",
  "method": "ωB97M-V with the def2-TZVPD basis set",
  "symbols": ["C", "C", "C", "C", "O", "O", "O", "P", "H", "H", "H", "H", "H", "H", "H"],
  "xyz": [[-0.82, 0.52, -0.32], [0.33, 0.06, -0.73], [0.77, -0.36, -2.17], [1.07, -0.77, 0.33], [-0.92, -0.36, 2.82], [-0.79, 2.12, 2.57], [-3.07, 0.96, 2.02], [-1.56, 0.90, 2.29], [-1.49, 0.92, -1.10], [1.06, -1.39, -2.09], [-0.05, -0.28, -2.98], [1.47, 0.39, -2.52], [1.40, -1.76, 0.11], [0.57, -0.81, 1.24], [2.04, -0.15, 0.55]],
  "e_homo_ev": 0.94,
  "spin_multiplicity": 1,
  "e_above_lowest_ev": 2.128,
  "gap_ev": 5.56,
  "total_charge": -2,
  "e_lumo_ev": 6.5,
  "largest_force_ev_per_a": 4.37
}


(4)
{
  "formula": "C38H52As2BrNO8PtSi3",
  "method": "ωB97M-V with the def2-TZVPD basis set",
  "symbols": ["Pt", "Br", "C", "C", "C", "C", "C", "C", "C", "C", "C", "C", "H", "H", "H", "H", "H", "H", "C", "Si", "C", "C", "C", "Si", "C", "C", "C", "Si", "C", "C", "C", "C", "C", "C", "C", "N", "H", "H", "H", "H", "H", "H", "H", "H", "H", "H", "H", "H", "H", "H", "H", "H", "H", "H", "H", "H", "H", "H", "H", "H", "H", "H", "H", "H", "C", "O", "C", "O", "C", "C", "As", "C", "C", "C", "As", "C", "C", "O", "O", "C", "C", "O", "O", "C", "C", "O", "O", "C", "H", "H", "H", "H", "H", "H", "H", "H", "H", "H", "H", "H", "H", "H", "H", "H", "H", "H"],
  "xyz": [[-0.23, 0.15, 0.11], [2.37, 0.05, 0.01], [2.53, 1.91, -0.34], [3.77, 2.40, -0.65], [3.91, 3.78, -0.90], [2.82, 4.59, -0.81], [1.55, 4.09, -0.44], [0.46, 4.97, -0.25], [-0.72, 4.48, 0.21], [-0.89, 3.10, 0.42], [0.08, 2.16, 0.16], [1.36, 2.69, -0.22], [4.62, 1.74, -0.68], [4.88, 4.18, -1.15], [2.91, 5.66, -0.99], [0.60, 6.03, -0.46], [-1.55, 5.15, 0.42], [-1.85, 2.77, 0.80], [-3.90, 2.90, -0.61], [-3.63, 1.29, 0.37], [-5.36, 0.54, 0.39], [-3.29, 1.69, 2.19], [-2.33, 0.11, -0.34], [-2.21, 0.17, -2.23], [-1.14, 1.58, -2.86], [-3.93, 0.38, -3.00], [-1.50, -1.38, -3.05], [-2.78, -1.60, 0.31], [-4.23, -2.49, -0.52], [-3.01, -1.65, 2.17], [-1.30, -2.71, -0.02], [-1.34, -4.11, 0.02], [-0.21, -4.84, -0.27], [0.94, -4.15, -0.62], [0.92, -2.77, -0.62], [-0.17, -2.06, -0.31], [-3.97, 3.76, 0.06], [-4.84, 2.84, -1.16], [-3.10, 3.09, -1.32], [-6.07, 1.30, 0.72], [-5.45, -0.32, 1.06], [-5.67, 0.22, -0.61], [-3.31, 2.76, 2.40], [-2.31, 1.31, 2.49], [-4.04, 1.22, 2.83], [-1.45, 2.55, -2.46], [-1.18, 1.64, -3.95], [-0.10, 1.43, -2.57], [-4.37, 1.35, -2.75], [-4.62, -0.39, -2.65], [-3.88, 0.31, -4.09], [-0.43, -1.48, -2.85], [-1.63, -1.30, -4.14], [-1.99, -2.30, -2.72], [-5.17, -1.95, -0.43], [-4.37, -3.47, -0.06], [-4.03, -2.65, -1.58], [-3.86, -1.04, 2.50], [-2.10, -1.26, 2.64], [-3.16, -2.67, 2.52], [-2.27, -4.60, 0.28], [-0.22, -5.92, -0.24], [1.85, -4.67, -0.89], [1.81, -2.23, -0.91], [2.79, 4.05, 2.59], [2.10, 2.82, 2.79], [2.87, 1.76, 3.09], [4.08, 1.84, 3.15], [2.10, 0.55, 3.29], [2.75, -0.69, 3.61], [3.07, -0.80, 5.55], [3.29, 1.06, 6.13], [1.12, -0.92, 5.85], [0.12, -0.64, 5.00], [0.17, 0.49, 3.36], [-0.29, 2.15, 4.34], [-1.25, -1.20, 5.29], [-1.48, -2.36, 5.49], [-2.18, -0.24, 5.22], [-3.53, -0.65, 5.48], [0.87, -1.54, 7.20], [1.66, -2.27, 7.75], [-0.26, -1.13, 7.77], [-0.55, -1.70, 9.05], [2.30, -1.93, 2.98], [1.27, -1.99, 2.35], [3.03, -3.06, 3.04], [4.32, -3.11, 3.64], [2.06, 4.75, 2.19], [3.62, 3.93, 1.90], [3.18, 4.42, 3.54], [4.22, 1.45, 5.73], [3.34, 1.04, 7.22], [2.47, 1.71, 5.82], [0.45, 2.38, 5.10], [-1.26, 2.00, 4.80], [-0.34, 2.96, 3.62], [-4.18, 0.04, 4.94], [-3.73, -0.57, 6.55], [-3.69, -1.67, 5.15], [-1.56, -1.40, 9.30], [0.16, -1.33, 9.80], [-0.48, -2.79, 9.01], [4.83, -3.96, 3.19], [4.25, -3.26, 4.72], [4.89, -2.20, 3.45]],
  "e_homo_ev": [-7.45, -7.58],
  "spin_multiplicity": 3,
  "e_above_lowest_ev": 1.189,
  "gap_ev": [7.44, 5.65],
  "e_lumo_ev": [0.0, -1.9],
  "largest_force_ev_per_a": 1.26
}